1.
Entry from the OMol25 dataset: 2 unconnected molecules or ions with the total composition C6H13O2 (ωB97M-V/def2-TZVPD).

```
21
Properties=species:S:1:pos:R:3:nbo_charge:R:1
C -0.42 2.39 -0.12 -0.75
C 0.68 1.99 0.91 0.76
O 0.67 2.69 1.96 -0.79
O 1.41 1.03 0.61 -0.80
H -0.29 3.42 -0.45 0.20
H -1.36 2.17 0.41 0.20
H -0.39 1.69 -0.97 0.18
C -0.41 -1.59 -0.54 -0.25
C -1.80 -2.08 -0.06 -0.61
C 0.70 -2.54 -0.12 -0.59
C -0.40 -1.30 -2.03 -0.60
H -0.22 -0.67 0.01 0.25
H -2.38 -2.55 -0.87 0.19
H 0.65 -3.47 -0.71 0.17
H 1.68 -2.12 -0.32 0.22
H 0.58 -2.83 0.92 0.20
H -1.35 -0.86 -2.35 0.20
H 0.34 -0.53 -2.28 0.22
H -2.31 -1.25 0.44 0.21
H -1.68 -2.82 0.73 0.19
H -0.21 -2.19 -2.64 0.18
```

Results
Energy above the lowest of the compared OMol25 structures with the same formula, charge and spin: 9.08 kcal/mol
E_tot: -386.9451 hartree
Strongest force on any atom: 1.17 eV/A
Gap between HOMO and LUMO: 7.4069 eV
E_LUMO: 3.5 eV
Charge: -1
Molecular weight: 117.17 g/mol

=====

2.
Entry from the OMol25 dataset: 2 unconnected molecules or ions with the total composition C6H13O2 (ωB97M-V/def2-TZVPD).

```
21
Properties=species:S:1:pos:R:3:nbo_charge:R:1
C 1.68 -0.82 0.62 -0.43
C 1.45 -0.18 1.97 -0.60
C 1.06 -2.21 0.61 -0.60
H 1.20 -0.27 -0.19 0.26
H 2.76 -0.92 0.47 0.18
H 2.05 -0.64 2.77 0.18
H 0.39 -0.21 2.21 0.20
H 1.52 -2.92 -0.09 0.20
H 1.05 -2.74 1.58 0.18
H 1.92 0.81 2.07 0.21
H -0.03 -2.17 0.47 0.21
C -1.99 1.41 -1.59 -0.51
C -1.80 0.62 -0.26 -0.62
C -0.63 1.82 -2.20 0.75
O -0.44 2.97 -2.60 -0.77
O 0.19 0.86 -2.22 -0.82
H -2.49 0.75 -2.30 0.19
H -2.63 2.28 -1.44 0.18
H -1.77 1.39 0.52 0.18
H -0.81 0.18 -0.20 0.23
H -2.68 -0.01 -0.19 0.18
```

Results
Energy above the lowest of the compared OMol25 structures with the same formula, charge and spin: 17.89 kcal/mol
E_tot: -386.9310 hartree
Strongest force on any atom: 2.11 eV/A
Gap between HOMO and LUMO: 7.5675 eV
E_LUMO: 3.7 eV
Charge: -1
Molecular weight: 117.17 g/mol

=====

3.
Entry from the OMol25 dataset: 2 unconnected molecules or ions with the total composition C6H13O2 (ωB97M-V/def2-TZVPD).

```
21
Properties=species:S:1:pos:R:3:lowdin_spin:R:1
O 2.29 1.24 -0.82 1.01
O 2.23 1.42 -2.05 1.00
C 1.67 -1.76 -0.57 0.11
C 1.05 -1.17 0.60 0.61
C -0.36 -0.85 0.69 0.10
C -0.82 0.43 -0.06 0.04
C -0.28 1.69 0.62 0.01
C -2.36 0.46 -0.11 0.00
H 2.74 -1.90 -0.38 0.00
H 1.25 -2.76 -0.79 0.03
H 1.57 -1.21 -1.53 0.02
H 1.66 -1.01 1.49 0.03
H -0.92 -1.72 0.30 0.02
H -0.58 -0.71 1.76 0.00
H -0.45 0.36 -1.10 0.00
H -0.69 1.79 1.63 0.00
H 0.81 1.68 0.66 0.01
H -0.61 2.55 0.02 0.00
H -2.76 0.56 0.91 0.00
H -2.67 1.34 -0.68 0.00
H -2.77 -0.44 -0.58 0.00
```

Results
2S+1: 4
Energy above the lowest of the compared OMol25 structures with the same formula, charge and spin: 5.48 kcal/mol
E_tot: -386.6901 hartree
Strongest force on any atom: 3.92 eV/A
Gap between HOMO and LUMO (spin up / spin down): 8.3393 / 10.0732 eV
E_LUMO (spin up / spin down): 1.1 / -1.0 eV
Charge: 0
Molecular weight: 117.17 g/mol

=====

4.
Entry from the OMol25 dataset: a molecular structure, C6H13O3Pm (ωB97M-V/def2-TZVPD).

```
23
Properties=species:S:1:pos:R:3:lowdin_spin:R:1
C 3.30 -1.54 -0.40 0.00
O 2.27 -0.61 -0.11 -0.02
C 1.72 0.13 -1.24 -0.01
C 0.68 1.06 -0.69 -0.11
O -0.62 0.52 -0.95 -0.06
C -1.65 1.17 -0.27 0.00
C -2.06 0.39 0.96 0.00
O -1.05 0.45 1.94 -0.01
C -1.00 -0.69 2.76 0.00
H 3.64 -1.97 0.54 0.00
H 2.90 -2.33 -1.05 0.00
H 4.13 -1.04 -0.91 0.00
H 1.31 -0.61 -1.95 0.00
H 2.56 0.67 -1.72 0.00
H 0.75 2.05 -1.16 -0.01
H -2.54 1.25 -0.93 0.00
H -1.36 2.19 0.01 0.00
H -2.26 -0.67 0.68 0.00
H -3.00 0.82 1.36 0.00
H -0.23 -0.52 3.53 0.00
H -1.97 -0.85 3.27 0.00
H -0.73 -1.58 2.18 0.00
Pm 1.61 0.70 1.43 4.23
```

Results
2S+1: 5
Energy above the lowest of the compared OMol25 structures with the same formula, charge and spin: 24.57 kcal/mol
E_tot: -1069.7653 hartree
Strongest force on any atom: 2.94 eV/A
Gap between HOMO and LUMO (spin up / spin down): 6.7466 / 7.7796 eV
E_LUMO (spin up / spin down): -9.6 / -8.6 eV
Charge: +2
Molecular weight: 278.17 g/mol

=====

5.
Entry from the OMol25 dataset: a molecular structure, C6H13O3Tl (ωB97M-V/def2-TZVPD).

```
23
Properties=species:S:1:pos:R:3:mulliken_charge:R:1
H 1.93 -2.72 0.78 0.31
C 2.16 -1.65 0.87 -0.77
H 0.91 -2.52 -1.26 0.38
H 3.24 -1.51 0.73 0.28
H 1.86 -1.30 1.86 0.24
C 1.34 -1.51 -1.37 -0.37
H 2.34 -1.63 -1.81 0.33
O 1.43 -0.90 -0.08 -0.19
C 0.42 -0.64 -2.23 -0.51
H 0.24 -1.23 -3.16 0.36
H -0.55 -0.64 -1.67 0.17
O 0.81 0.65 -2.45 -0.76
C -1.28 2.13 -0.35 -0.75
H -1.06 3.18 -0.57 0.38
O -1.89 0.07 0.63 -0.29
C -1.31 1.29 0.71 -0.15
C -2.13 -0.63 1.84 -0.65
H -1.19 -1.10 2.18 0.22
H -2.89 -1.39 1.63 0.25
H -1.17 1.71 1.72 0.41
H -2.47 0.06 2.62 0.35
Tl 1.29 1.35 -0.43 0.49
H -1.88 1.84 -1.22 0.25
```

Results
Energy above the lowest of the compared OMol25 structures with the same formula, charge and spin: 7.14 kcal/mol
E_tot: -634.4830 hartree
Strongest force on any atom: 2.93 eV/A
Gap between HOMO and LUMO: 7.8216 eV
E_LUMO: 0.5 eV
Charge: 0
Molecular weight: 337.55 g/mol

=====

6.
Entry from the OMol25 dataset: 2 unconnected molecules or ions with the total composition C6H13O4PS (ωB97M-V/def2-TZVPD).

```
25
Properties=species:S:1:pos:R:3:nbo_charge:R:1
C -1.82 1.37 1.86 -0.69
C -1.07 0.92 -1.62 -0.62
C 2.05 -2.03 -0.84 -0.83
C -1.28 -0.08 2.00 -0.37
C -0.34 -0.30 -1.27 -0.57
C 0.31 -0.26 0.08 -0.50
O 2.45 0.99 1.26 -1.24
O 2.08 1.04 -1.22 -1.26
O 0.57 2.46 0.38 -1.22
O -0.17 -2.94 0.13 -1.07
P 1.41 1.23 0.20 2.36
S 0.86 -1.91 0.54 1.21
H -2.33 1.60 2.74 0.17
H -2.48 1.38 1.01 0.19
H -0.93 1.94 1.69 0.30
H -0.44 1.79 -1.31 0.29
H -2.02 0.85 -1.03 0.17
H -1.20 0.90 -2.76 0.17
H 2.95 -1.78 -0.29 0.23
H 1.76 -1.23 -1.51 0.27
H 2.19 -3.08 -1.22 0.20
H -0.39 -0.31 2.64 0.20
H -1.81 -0.94 1.70 0.17
H 0.56 -0.34 -1.89 0.25
H -0.94 -1.27 -1.28 0.20
```

Results
Energy above the lowest of the compared OMol25 structures with the same formula, charge and spin: 22.40 kcal/mol
E_tot: -1276.8307 hartree
Strongest force on any atom: 4.14 eV/A
Gap between HOMO and LUMO (spin up / spin down): 5.6951 / 5.6785 eV
E_LUMO (spin up / spin down): 5.7 / 5.7 eV
Charge: -2
Molecular weight: 212.21 g/mol

=====

7.
Entry from the OMol25 dataset: a single C6H13P molecule (ωB97M-V/def2-TZVPD).

```
20
Properties=species:S:1:pos:R:3:nbo_charge:R:1
C 0.11 -0.76 1.14 -0.47
C -0.81 0.07 0.16 -0.19
C 1.32 -1.46 0.75 -0.63
C -1.34 1.34 0.86 -0.62
C 0.83 1.10 -1.54 -0.60
C -0.43 0.21 -1.34 -0.39
P -1.51 -1.54 0.91 0.43
H 0.19 -0.24 2.20 0.23
H 1.36 -1.69 -0.44 0.21
H 1.31 -2.36 1.34 0.22
H 2.24 -0.92 1.00 0.22
H -0.66 2.15 0.71 0.21
H -1.42 1.28 1.92 0.22
H -2.31 1.64 0.41 0.21
H 1.47 0.69 -0.73 0.20
H 0.66 2.10 -1.27 0.20
H 1.21 0.96 -2.49 0.21
H -0.07 -0.65 -1.65 0.20
H -1.23 0.60 -2.00 0.21
H -0.92 -2.53 0.07 -0.05
```

Results
Energy above the lowest of the compared OMol25 structures with the same formula, charge and spin: 33.69 kcal/mol
E_tot: -577.6821 hartree
Strongest force on any atom: 5.22 eV/A
SMILES: CC[C@@]1(C)P[C@H]1C
Gap between HOMO and LUMO: 9.7751 eV
E_LUMO: 1.1 eV
Charge: 0
Molecular weight: 116.14 g/mol

=====

8.
Entry from the OMol25 dataset: a single C6H13P molecule (ωB97M-V/def2-TZVPD).

```
20
Properties=species:S:1:pos:R:3:nbo_charge:R:1
C -0.54 0.51 -0.32 -0.36
C -0.08 1.88 -0.75 -0.64
C 1.29 -0.07 1.31 -0.61
C 1.66 -0.39 -1.24 -0.61
C -2.73 -1.27 0.63 -0.94
C 0.64 -0.50 -0.05 -0.26
P -2.16 0.44 0.13 0.63
H 0.40 1.90 -1.76 0.22
H 0.73 2.18 0.08 0.20
H -0.84 2.51 -0.83 0.21
H 0.63 0.38 1.98 0.21
H 2.07 0.74 1.07 0.20
H 1.81 -0.88 1.86 0.22
H 2.16 -1.30 -1.30 0.21
H 2.30 0.55 -1.11 0.21
H 1.05 -0.45 -2.12 0.21
H -2.58 -1.19 1.63 0.22
H -3.84 -1.35 0.50 0.24
H -2.26 -2.14 0.24 0.23
H 0.29 -1.56 0.05 0.21
```

Results
Energy above the lowest of the compared OMol25 structures with the same formula, charge and spin: 35.80 kcal/mol
E_tot: -577.6787 hartree
Strongest force on any atom: 5.66 eV/A
SMILES: C/P=C(/C)C(C)C
Gap between HOMO and LUMO: 9.2340 eV
E_LUMO: 0.8 eV
Charge: 0
Molecular weight: 116.14 g/mol

=====

9.
Entry from the OMol25 dataset: a single C6H13P molecule (ωB97M-V/def2-TZVPD).

```
20
Properties=species:S:1:pos:R:3:nbo_charge:R:1
C -0.87 0.88 -1.41 -0.55
C -0.72 1.89 0.96 -0.64
C 1.37 -0.46 -0.24 -0.60
C -0.44 -1.88 0.51 -0.60
C -0.93 0.57 0.38 -0.17
C 0.15 -0.54 0.72 -0.23
P -2.01 0.12 -2.36 0.41
H -0.19 1.52 -1.78 0.17
H -1.48 2.15 1.70 0.22
H 0.16 1.92 1.55 0.21
H -0.59 2.67 0.23 0.21
H 1.67 0.55 -0.31 0.20
H 1.09 -0.79 -1.23 0.21
H 2.30 -1.09 0.12 0.21
H -1.00 -2.28 1.26 0.20
H -0.95 -1.83 -0.46 0.20
H 0.41 -2.62 0.47 0.20
H -1.83 0.15 0.66 0.20
H 0.48 -0.63 1.76 0.21
H -1.50 0.66 -3.57 -0.06
```

Results
Energy above the lowest of the compared OMol25 structures with the same formula, charge and spin: 56.87 kcal/mol
E_tot: -577.6451 hartree
Strongest force on any atom: 7.11 eV/A
SMILES: [H]/P=C/[C@H](C)C(C)C
Gap between HOMO and LUMO: 9.9414 eV
E_LUMO: 0.4 eV
Charge: 0
Molecular weight: 116.14 g/mol

=====

10.
Entry from the OMol25 dataset: 2 unconnected molecules or ions with the total composition C6H13PS (ωB97M-V/def2-TZVPD).

```
21
Properties=species:S:1:pos:R:3:nbo_charge:R:1
C -0.83 -1.57 0.85 -0.39
C -1.91 -1.05 -0.14 -0.43
C 0.62 -1.12 0.43 -0.53
C -2.04 0.47 -0.23 -0.64
C 0.63 0.35 0.40 -0.38
C 2.91 1.22 -1.22 -0.52
P -0.32 1.32 -0.83 0.52
S 1.06 1.24 1.92 0.01
H -0.99 -0.83 1.73 0.21
H -0.96 -2.58 1.04 0.22
H -1.96 -1.54 -1.19 0.21
H -3.01 -1.26 0.22 0.21
H 1.23 -1.41 1.36 0.22
H 1.02 -1.62 -0.55 0.23
H -2.75 0.99 -0.94 0.23
H -2.22 0.89 0.81 0.21
H 3.32 2.10 -0.63 0.17
H 2.54 1.43 -2.18 0.18
H 3.30 0.35 -0.77 0.17
H 0.10 0.27 -1.64 -0.04
H 0.26 2.35 1.56 0.14
```

Results
Energy above the lowest of the compared OMol25 structures with the same formula, charge and spin: 93.83 kcal/mol
E_tot: -975.7545 hartree
Strongest force on any atom: 5.08 eV/A
Gap between HOMO and LUMO (spin up / spin down): 8.6676 / 7.3562 eV
E_LUMO (spin up / spin down): 0.4 / 0.4 eV
Charge: 0
Molecular weight: 148.21 g/mol

=====

11.
Entry from the OMol25 dataset: a molecular structure, C6H14 (ωB97M-V/def2-TZVPD).

```
20
Properties=species:S:1:pos:R:3:nbo_charge:R:1
C -1.74 1.07 -0.04 -0.73
C -0.70 0.35 0.78 0.01
C -1.07 -1.78 -0.18 -0.75
C 0.74 0.61 0.40 -0.35
C 1.69 -0.42 1.02 -0.60
C 1.11 0.91 -1.06 -0.62
H -1.69 2.11 0.31 0.25
H -1.60 1.10 -1.13 0.19
H -2.75 0.71 0.18 0.22
H -0.97 -1.00 0.74 0.22
H -0.63 -1.48 -1.13 0.21
H -2.15 -1.94 -0.29 0.22
H -0.57 -2.68 0.21 0.22
H 0.87 1.55 0.97 0.25
H 1.67 -1.36 0.46 0.20
H 1.41 -0.63 2.06 0.22
H 2.73 -0.06 1.00 0.21
H 0.50 1.71 -1.49 0.21
H 2.16 1.21 -1.14 0.21
H 0.97 0.02 -1.69 0.20
```

Results
Energy above the lowest of the compared OMol25 structures with the same formula, charge and spin: 96.76 kcal/mol
E_tot: -236.8572 hartree
Strongest force on any atom: 0.55 eV/A
Gap between HOMO and LUMO: 8.4246 eV
E_LUMO: 0.8 eV
Charge: 0
Molecular weight: 86.18 g/mol

=====

12.
Entry from the OMol25 dataset: 2 unconnected molecules or ions with the total composition C6H14 (ωB97M-V/def2-TZVPD).

```
20
Properties=species:S:1:pos:R:3:nbo_charge:R:1
C 2.17 -1.17 -0.24 -0.59
C 1.19 -0.64 1.01 -0.43
C 0.15 0.28 0.39 -0.23
C -1.09 -0.28 -0.13 -0.28
C -1.83 0.14 -1.36 -0.50
C -2.44 0.49 0.32 -0.58
H 2.75 -1.88 0.29 0.20
H 2.73 -0.26 -0.50 0.20
H 1.64 -1.59 -1.11 0.21
H 0.69 -1.51 1.38 0.20
H 1.96 -0.16 1.74 0.21
H 2.64 2.56 0.22 0.00
H 0.20 1.33 0.44 0.20
H -1.35 -1.34 0.11 0.21
H -1.16 0.08 -2.22 0.22
H 2.63 1.97 -0.25 0.00
H -2.80 -0.10 -1.76 0.21
H -2.46 1.59 0.06 0.26
H -2.16 0.51 1.41 0.26
H -3.45 -0.03 0.19 0.24
```

Results
Energy above the lowest of the compared OMol25 structures with the same formula, charge and spin: 200.85 kcal/mol
E_tot: -236.6913 hartree
Strongest force on any atom: 4.69 eV/A
Gap between HOMO and LUMO: 5.9764 eV
E_LUMO: -0.3 eV
Charge: 0
Molecular weight: 86.18 g/mol